This record from the Open Molecules 2025 dataset describes a molecular structure, C25H23Cl5N4S4V at a distorted geometry. The level of theory is ωB97M-V/def2-TZVPD.

```
62
Properties=species:S:1:pos:R:3:forces:R:3
C -0.8569 2.7261 0.1117 -1.384 1.237 0.653
C -2.9477 -1.6627 1.9424 0.231 -0.008 -0.397
H 3.2386 -3.4617 -4.8402 0.008 -0.015 -0.010
H -0.8487 -4.3267 -3.9189 -0.025 0.002 -0.009
H -3.6838 -2.3902 1.5970 0.018 -0.059 0.121
H -1.9851 1.0272 4.9558 0.068 -0.139 0.069
H 1.1940 -4.7954 -5.2297 -0.017 -0.032 -0.009
Cl -3.0184 1.6666 -1.0521 -0.295 -0.241 -0.044
C -0.4647 1.5276 -3.0737 0.705 0.277 0.338
S 0.5893 2.7546 -2.3983 0.053 0.268 -0.677
C -2.1680 5.1905 0.6171 0.125 0.012 0.028
H 4.9614 -2.2266 0.8339 0.004 -0.048 0.006
C -0.1469 0.7533 3.9070 0.017 -0.078 -0.329
C 2.3439 -3.2676 -4.2635 0.012 -0.076 -0.030
S -2.6240 1.0697 2.6502 -0.051 -0.112 0.083
C -2.1856 2.9406 -0.2422 0.318 0.013 0.313
S -1.7105 -1.4418 0.6074 -0.041 -0.178 0.158
N -0.4350 0.3028 -2.6475 -0.788 -0.546 -0.853
C -0.8340 5.0263 0.9830 -0.012 0.144 0.042
C 0.0387 -2.7304 -2.8072 0.086 0.043 0.100
Cl 0.0534 6.3265 1.6787 0.076 -0.007 0.075
Cl -2.9516 6.6986 0.8758 -0.024 0.037 0.056
C 0.3311 -1.6583 2.5614 0.165 0.280 -0.191
V 0.7051 1.5446 -0.3897 0.633 0.817 1.148
H -0.3214 -1.7799 3.4242 0.050 -0.010 0.026
C 1.1934 -1.9859 -2.5733 -0.004 -0.112 -0.100
C 1.2206 -0.8942 -1.5848 -0.051 -0.130 -0.166
C 4.2567 -1.4611 0.5413 -0.113 0.064 -0.051
H -0.8530 -2.5084 -2.2363 -0.063 0.017 -0.029
H 5.2234 0.1225 1.6509 0.034 0.051 0.015
C 4.4051 -0.1517 1.0033 -0.041 0.103 -0.054
H 3.2382 -1.6754 -3.1426 0.022 0.006 -0.015
C 0.0472 -3.7440 -3.7510 -0.075 -0.038 0.014
Cl -4.5063 4.3275 -0.4139 -0.056 0.021 -0.024
C -0.2847 -2.3110 1.3284 -0.385 0.270 -0.069
H 1.2859 -2.1371 2.7846 -0.073 -0.091 0.054
N -1.2442 1.8668 -4.1257 -0.106 -0.054 -0.146
S 0.6702 0.1359 2.3957 -0.178 -0.180 0.252
H -1.8488 -0.5698 4.2152 0.038 0.017 0.081
H -1.3657 2.8445 -4.3153 -0.062 -0.019 0.021
N 0.4084 0.1496 -1.5978 0.079 -1.341 -0.908
H -4.3372 -0.5420 3.1485 -0.104 -0.063 -0.097
H 0.4379 -2.3478 0.5149 0.040 -0.084 -0.024
C 3.2039 -1.7585 -0.2948 0.020 0.008 0.067
C -2.8513 4.1328 0.0163 -0.007 -0.062 -0.043
H -4.2693 -0.0354 1.4488 -0.106 -0.007 0.008
H -1.9666 1.2276 -4.4106 0.017 -0.009 0.030
C -0.2426 3.7990 0.7388 -1.132 -0.153 -0.286
H -0.5870 -3.3318 1.5678 0.149 -0.050 -0.012
Cl 1.4347 3.5113 1.0917 0.803 0.283 0.364
C -3.6760 -0.3755 2.2968 0.366 0.336 0.177
C 2.3465 -2.2667 -3.3079 -0.098 0.064 0.052
C 2.3116 -0.7424 -0.6597 0.095 -0.025 0.019
H 0.0449 1.8265 3.8734 0.027 0.016 0.101
H 3.0535 -2.7596 -0.6737 -0.012 0.001 -0.029
C 1.1945 -4.0130 -4.4830 0.054 0.036 -0.021
H -2.4321 -2.0868 2.8038 -0.063 -0.002 0.027
N 2.4394 0.5247 -0.1732 0.852 -0.671 0.195
H 0.3861 0.3225 4.7558 0.052 0.151 0.051
C 3.4744 0.7927 0.6284 0.381 -0.098 0.217
H 3.5558 1.8114 0.9861 -0.025 -0.018 0.009
C -1.6405 0.4895 4.0704 -0.213 0.186 -0.346
```
Positions in Å, forces in eV/Å.

Values from the calculation:
LUMO (alpha / beta): 0.0 / -0.7 eV
<S²>: 3.80
Charge: 0
Total energy: -163899.79953 eV
Multiplicity: 4

---

This record from the Open Molecules 2025 dataset describes a single C2H2Cl3I molecule at a distorted geometry. The level of theory is ωB97M-V/def2-TZVPD.

```
8
Properties=species:S:1:pos:R:3:forces:R:3
Cl -0.6148 -1.9155 -1.0228 -0.077 -0.002 0.039
Cl 0.4280 0.6020 -1.9969 -0.134 -0.061 -0.091
C -0.4766 -0.1891 -0.7064 2.483 0.246 2.706
Cl -2.0306 0.5579 -0.4696 -0.160 -0.029 0.028
I 0.7348 2.0109 1.2580 0.115 -0.146 0.145
H -0.0480 -0.5446 1.5620 0.112 0.043 -0.014
H 1.4826 -0.4871 0.5833 0.066 -0.054 -0.104
C 0.5246 -0.0345 0.7925 -2.405 0.003 -2.709
```
Positions in Å, forces in eV/Å.

Values from the calculation:
SMILES string: ClC(Cl)(Cl)CI
LUMO: 0.3 eV
Charge: 0
Total energy: -47773.65505 eV
Energy above the lowest of the compared OMol25 structures with the same formula, charge and spin: 30.0 kJ/mol